1.
{"formula": "C4H4O2", "method": "ωB97M-V/def2-TZVPD", "homo_lumo_gap_ev": 8.3, "total_charge": 0, "e_tot_ha": -305.06528, "relative_energy_kcal_mol": 134.4, "elements": ["C", "O", "C", "O", "C", "C", "H", "H", "H", "H"], "positions_angstrom": [[-1.7715, 0.0144, -0.1390], [-0.7421, 0.9708, -0.4852], [0.3602, 1.0147, 0.2011], [0.5073, 0.0652, 1.1570], [1.6414, 0.0077, 0.2913], [2.5988, -0.6068, -0.1356], [-2.5985, 0.2234, -0.8192], [-1.3963, -1.0013, -0.2854], [-2.0839, 0.1492, 0.9000], [3.4847, -0.8373, -0.6850]]}

***

2.
{"formula": "C3H8BrN2", "method": "ωB97M-V/def2-TZVPD", "smiles": "CN/C(Br)=[NH+]/C", "homo_lumo_gap_ev": 11.6, "total_charge": 1, "e_tot_ha": -2802.39508, "relative_energy_kcal_mol": 5.9, "elements": ["C", "C", "C", "N", "N", "Br", "H", "H", "H", "H", "H", "H", "H", "H"], "positions_angstrom": [[0.2992, 1.0596, 0.2304], [1.8194, -0.8627, 0.1447], [-2.1171, 0.8653, -0.2097], [1.5034, 0.5388, 0.3413], [-0.7690, 0.3596, -0.0658], [0.1470, 2.9205, 0.5153], [1.3640, -1.4810, 0.9210], [1.4847, -1.2034, -0.8367], [2.8972, -0.9862, 0.1987], [-2.6133, 0.9260, 0.7606], [-2.6780, 0.1883, -0.8488], [-2.1125, 1.8549, -0.6631], [2.2676, 1.1563, 0.5844], [-0.6645, -0.6454, -0.1562]]}

***

3.
{"formula": "C27H37N2O3", "method": "ωB97M-V/def2-TZVPD", "smiles": "CCCCCCCCCCOC(=O)Cn1c(COc2ccccc2)[n+](C)c2ccccc21", "homo_lumo_gap_ev": 8.7, "total_charge": 1, "e_tot_ha": -1386.10290, "relative_energy_kcal_mol": 0.0, "elements": ["C", "C", "C", "C", "C", "C", "C", "C", "C", "C", "H", "H", "O", "C", "O", "C", "N", "C", "N", "C", "C", "C", "C", "C", "C", "H", "H", "H", "H", "C", "H", "H", "H", "C", "O", "C", "C", "C", "C", "C", "C", "H", "H", "H", "H", "H", "H", "H", "H", "H", "H", "H", "H", "H", "H", "H", "H", "H", "H", "H", "H", "H", "H", "H", "H", "H", "H", "H", "H"], "positions_angstrom": [[2.1123, 3.3643, 3.0277], [1.8401, 2.4052, 1.8756], [3.1227, 1.7760, 1.3377], [2.8345, 0.7807, 0.2165], [4.1105, 0.1266, -0.3087], [3.8742, -0.7988, -1.5038], [2.9328, -1.9727, -1.2261], [3.4575, -2.9098, -0.1385], [2.6316, -4.1879, 0.0332], [1.3323, -3.9986, 0.8113], [0.9118, -4.9681, 1.0884], [1.4951, -3.3954, 1.7087], [0.3260, -3.3636, -0.0005], [-0.0770, -2.1621, 0.3139], [0.2670, -1.4820, 1.2459], [-1.1323, -1.6598, -0.6962], [-1.1926, -0.2266, -0.6159], [-1.6962, 0.4736, 0.4066], [-1.3827, 1.7684, 0.2807], [-0.6250, 1.9211, -0.8648], [-0.0384, 3.0333, -1.4561], [0.6822, 2.8215, -2.6135], [0.8176, 1.5484, -3.1726], [0.2327, 0.4384, -2.5984], [-0.4937, 0.6420, -1.4325], [0.3470, -0.5385, -3.0382], [1.3959, 1.4327, -4.0753], [1.1572, 3.6590, -3.0987], [-0.1334, 4.0224, -1.0387], [-1.7399, 2.8207, 1.1974], [-1.3525, 3.7633, 0.8205], [-2.8243, 2.9040, 1.2910], [-1.3083, 2.6328, 2.1808], [-2.5140, -0.1063, 1.5218], [-3.3757, -1.1289, 1.1087], [-4.5408, -0.7915, 0.4365], [-5.4836, -1.8094, 0.3320], [-6.6710, -1.5818, -0.3343], [-6.9283, -0.3422, -0.8995], [-5.9870, 0.6641, -0.7992], [-4.7885, 0.4456, -0.1359], [-4.0669, 1.2473, -0.0810], [-6.1766, 1.6313, -1.2388], [-7.8581, -0.1631, -1.4151], [-7.3999, -2.3733, -0.4078], [-5.2667, -2.7632, 0.7853], [-1.8309, -0.5750, 2.2425], [-3.0655, 0.6932, 2.0323], [-2.0940, -2.1013, -0.4210], [-0.8680, -1.9708, -1.7059], [3.2232, -4.9160, 0.5897], [2.3996, -4.6199, -0.9418], [3.4948, -2.3844, 0.8165], [4.4779, -3.1956, -0.4002], [2.8092, -2.5421, -2.1512], [1.9547, -1.5784, -0.9485], [3.4596, -0.2097, -2.3265], [4.8378, -1.1921, -1.8332], [4.5931, -0.4259, 0.4980], [4.8026, 0.9119, -0.6205], [2.3330, 1.2982, -0.6071], [2.1534, 0.0190, 0.6012], [3.7851, 2.5617, 0.9692], [3.6385, 1.2625, 2.1509], [1.3452, 2.9438, 1.0624], [1.1713, 1.6069, 2.2111], [2.7760, 4.1632, 2.7070], [1.1893, 3.8117, 3.3913], [2.5862, 2.8404, 3.8537]]}

***

4.
{"formula": "C2H5O4S", "method": "ωB97M-V/def2-TZVPD", "smiles": "CCOS(=O)(=O)[O-]", "homo_lumo_gap_ev": 9.1, "total_charge": -1, "e_tot_ha": -778.43217, "relative_energy_kcal_mol": 0.9, "elements": ["C", "C", "O", "S", "O", "O", "O", "H", "H", "H", "H", "H"], "positions_angstrom": [[1.5604, -0.2698, 0.0874], [0.4743, 0.8054, -0.0182], [-0.6116, 0.4477, -0.8584], [-1.7963, -0.4098, -0.1213], [-2.5268, -0.9090, -1.2637], [-1.0832, -1.4141, 0.6522], [-2.4749, 0.5936, 0.6948], [2.4301, -0.0197, -0.5144], [1.8243, -0.4150, 1.1312], [1.1638, -1.2127, -0.2649], [0.9187, 1.6831, -0.4859], [0.1212, 1.1202, 0.9611]]}

***

5.
{"formula": "CrCuH16Hf2O25S4", "method": "ωB97M-V/def2-TZVPD", "homo_lumo_gap_ev": [4.4, 6.6], "total_charge": 1, "s2": 6.024, "e_tot_ha": -6264.43612, "multiplicity": 5, "elements": ["Hf", "Hf", "Cu", "Cr", "S", "O", "O", "O", "O", "S", "O", "O", "O", "O", "S", "O", "O", "O", "O", "S", "O", "O", "O", "O", "O", "H", "O", "H", "O", "H", "H", "O", "H", "H", "O", "H", "H", "O", "H", "H", "O", "H", "H", "O", "H", "H", "O", "H", "H"], "positions_angstrom": [[2.9173, 0.3694, -1.8814], [2.4612, -0.5641, 2.3047], [-0.1646, 2.7678, 2.0488], [-2.2621, -1.2869, 1.2801], [2.7607, 2.6526, 0.9876], [2.5280, 1.5770, 2.0668], [2.6782, 1.9458, -0.3318], [1.6891, 3.6494, 1.1099], [4.0487, 3.2153, 1.2050], [-0.1044, 0.4058, -0.0441], [0.7355, 0.1608, 1.1043], [0.7744, 0.3274, -1.2201], [-1.0353, -0.7944, -0.1333], [-0.8302, 1.6453, 0.0744], [0.1210, -3.3515, 2.1537], [0.1855, -3.9592, 3.4383], [0.5067, -4.2164, 1.0518], [-1.2871, -2.8320, 1.8321], [1.0895, -2.1512, 2.0938], [-0.5887, 0.2895, 3.8578], [0.9079, 0.0184, 3.6427], [-0.6788, 1.7512, 3.9596], [-1.4100, -0.2318, 2.7002], [-0.9291, -0.3686, 5.0685], [2.7847, -0.9180, 0.0636], [2.8544, -1.8515, -0.1683], [2.0030, 0.9271, -3.7631], [2.4211, 0.7102, -4.6024], [-2.6925, 1.5391, -1.8477], [-2.1661, 1.6336, -2.6814], [-2.1161, 1.9133, -1.1703], [-3.5383, 0.3127, 0.7200], [-3.1734, 0.9553, 0.0759], [-4.2782, 0.7632, 1.1496], [1.8341, -1.6796, -2.3964], [2.3298, -2.4902, -2.5754], [1.0164, -1.9992, -1.9168], [-0.8491, 1.6956, -3.8856], [-0.7180, 2.6354, -4.0637], [0.0524, 1.3135, -3.9129], [0.3768, 3.6271, -1.5740], [0.9242, 3.8656, -0.8147], [0.0073, 2.7717, -1.3524], [-0.2649, -3.0261, -1.2490], [-0.5032, -2.1536, -0.8890], [0.0448, -3.5578, -0.4777], [-3.3418, -2.4541, -0.0562], [-3.7977, -3.3043, 0.0234], [-3.3229, -2.2487, -1.0051]]}

***

6.
{"formula": "C19H29BN6OsS6", "method": "ωB97M-V/def2-TZVPD", "homo_lumo_gap_ev": [3.4, 3.4], "total_charge": 2, "e_tot_ha": -3574.17871, "relative_energy_kcal_mol": 0.0, "elements": ["Os", "C", "C", "S", "C", "C", "S", "C", "C", "S", "H", "H", "H", "H", "H", "H", "H", "H", "H", "H", "H", "H", "C", "N", "C", "C", "N", "B", "N", "C", "C", "N", "C", "C", "S", "C", "S", "H", "H", "H", "H", "H", "H", "H", "H", "H", "H", "H", "H", "C", "C", "C", "C", "N", "C", "S", "N", "H", "H", "H", "H", "H"], "positions_angstrom": [[0.1482, -0.9097, -0.1105], [-2.7589, -2.6388, -0.1348], [-1.9910, -3.0891, 1.0953], [-0.1798, -3.0247, 0.9781], [0.2840, -4.2117, -0.3283], [0.0335, -3.7996, -1.7693], [0.6274, -2.1021, -2.1228], [-0.6714, -1.5082, -3.2425], [-2.0742, -1.4707, -2.6376], [-2.1361, -1.0579, -0.8417], [-3.8066, -2.4825, 0.1201], [-2.7201, -3.3944, -0.9153], [-2.2837, -4.1013, 1.3759], [-2.1962, -2.4406, 1.9493], [-0.2001, -5.1655, -0.1136], [1.3524, -4.3597, -0.1536], [-1.0202, -3.8533, -2.0295], [0.5714, -4.4768, -2.4321], [-0.6586, -2.1126, -4.1496], [-0.3281, -0.5079, -3.5091], [-2.5987, -2.4158, -2.7681], [-2.6656, -0.7092, -3.1432], [-5.1437, 1.3933, -0.9722], [-3.9594, 2.2290, -0.8125], [-3.6208, 3.2666, -1.5958], [-2.4912, 3.8389, -1.0398], [-2.1565, 3.1550, 0.0637], [-1.0866, 3.6661, 1.1009], [0.3845, 3.1576, 0.7953], [1.3926, 3.7822, 1.4956], [2.5792, 3.2893, 1.0745], [2.2962, 2.3437, 0.1194], [3.2903, 1.6898, -0.7198], [0.9554, 2.2805, -0.0282], [0.1775, 1.1629, -1.1274], [-3.0690, 2.1435, 0.2389], [-3.1564, 1.0492, 1.4757], [-5.4409, 1.4069, -2.0173], [-5.9536, 1.7749, -0.3538], [-4.9025, 0.3830, -0.6596], [-4.1882, 3.5514, -2.4660], [-1.9347, 4.7006, -1.3680], [-1.0424, 4.8549, 0.9506], [-1.4028, 3.3217, 2.1975], [1.1728, 4.5366, 2.2308], [3.5892, 3.5320, 1.3560], [4.2088, 1.5789, -0.1494], [3.4865, 2.2877, -1.6084], [2.9274, 0.7118, -1.0224], [5.0884, -0.6353, 3.6092], [4.0319, -0.7757, 2.5675], [4.2993, -1.3509, 1.3138], [3.2707, -1.4366, 0.4116], [2.0446, -0.9980, 0.7397], [1.8722, -0.4569, 1.9617], [0.2317, 0.0509, 2.1012], [2.8150, -0.3281, 2.8704], [6.0475, -1.0237, 3.2759], [4.7768, -1.1623, 4.5119], [5.1947, 0.4156, 3.8810], [5.2872, -1.7094, 1.0645], [3.4005, -1.8455, -0.5837]]}